Entry 1:
The following is a DFT calculation (ωB97M-V/def2-TZVPD) of 6 unconnected molecules or ions with the total composition C15H42N7O9 at a distorted geometry.

Positions of all 73 atoms, in Å:
O: -2.15479 4.03112 3.02015
O: 2.60274 3.31397 3.07859
O: -1.07246 -1.76098 -3.33462
O: 0.76442 -0.85688 1.68697
O: 4.18971 3.13244 1.85771
O: -2.54466 -3.56356 0.70829
O: 2.27248 -0.32039 -2.15315
O: 2.36518 3.53142 0.94606
O: -0.24345 3.60309 -2.53717
N: -0.36324 2.82088 3.28320
N: -0.01114 -3.94813 1.79719
N: 3.60924 -2.02600 -2.35845
N: 1.18610 1.30477 -0.29782
N: 4.44666 -0.08610 -2.63251
N: -1.26566 0.97999 -1.70596
N: -0.08509 4.62008 2.36951
C: -2.07618 2.18549 -1.50190
C: -0.95783 3.86553 2.90252
C: -1.19509 3.40028 -1.42703
C: -2.25638 -2.57064 -3.62025
C: 1.32224 -0.27489 2.85394
C: -1.92417 -0.34539 -1.59526
C: 3.04551 3.44688 1.93922
C: -3.94869 -3.76604 0.35919
C: -2.41698 -3.90813 2.09548
C: 0.58062 4.83396 -2.40016
C: 1.36288 -3.34944 1.82402
C: 3.39041 -0.75864 -2.37398
C: 1.43376 -2.02716 1.14689
C: -1.14803 -3.44256 2.56359
C: -1.02254 -1.55717 -1.90545
H: -1.01799 2.07595 3.47419
H: -0.33951 -4.08460 0.85186
H: -4.32434 -2.76079 0.55010
H: 1.93075 0.60267 2.63557
H: 1.25535 4.63117 -1.56846
H: -3.16300 -2.03522 -3.33836
H: 0.11226 5.81600 -2.46596
H: -2.46599 -4.97664 2.30519
H: -2.59987 1.95578 -0.57395
H: -1.11181 1.12426 -2.69370
H: 2.05340 -4.07412 1.39261
H: -2.67003 2.41813 -2.38582
H: 2.91050 -2.71041 -2.10656
H: 1.85636 0.93867 -0.95874
H: 0.83210 4.21616 2.24414
H: 1.18919 4.68113 -3.29144
H: 0.58528 1.75094 -0.97608
H: 0.01705 -1.25414 -1.78087
H: 0.67311 0.55924 0.15065
H: 4.56868 -2.34131 -2.37090
H: 1.87230 -1.05202 3.38461
H: 1.61606 -3.36237 2.88413
H: -2.84356 -0.28619 -2.17777
H: -0.26448 5.61374 2.34612
H: 1.46884 2.00533 0.37253
H: -1.18359 -2.46660 -1.32657
H: -1.86905 4.25695 -1.42822
H: 4.36585 0.91069 -2.77385
H: -1.12017 -3.50820 3.65125
H: 0.63853 2.70077 3.23711
H: -2.29643 -2.83816 -4.67616
H: -2.28935 -0.48766 -0.57816
H: 2.44833 -1.63273 1.09041
H: -4.54142 -4.58680 0.76309
H: -1.10164 -2.36266 2.42303
H: 5.26578 -0.59106 -2.93938
H: -0.62967 3.59166 -0.51502
H: -3.11350 -3.30236 2.67514
H: -2.36117 -3.52412 -3.10256
H: 0.59560 0.03449 3.60519
H: 1.12106 -2.21675 0.12007
H: -3.95544 -3.93629 -0.71741

Calculated values
E_tot = -45087.70029 eV
multiplicity = 2
net charge = -2
E_LUMO (alpha / beta) = 3.89 / 3.82 eV



Entry 2:
The following is a DFT calculation (ωB97M-V/def2-TZVPD) of a molecular structure, C13H28I2NO7S4 at a distorted geometry.

Positions of all 55 atoms, in Å:
I: -2.72920 0.90467 3.09597
I: -5.34420 0.28271 -1.14170
S: -3.93160 2.87045 0.50037
S: -5.41690 -3.91556 -3.50802
S: 3.55694 -2.95993 1.07531
S: -1.69240 4.19336 1.27774
O: -4.59718 3.43898 1.62637
O: 3.33940 -2.44170 -0.29875
O: 4.83018 0.97995 1.16712
O: -5.67904 -3.41362 -2.13947
O: -4.43245 3.35933 -0.74324
O: -1.43531 3.97649 2.68090
O: -2.34987 5.44971 1.05726
N: -2.32688 2.93411 0.50099
C: -3.67943 -4.37855 -3.57997
C: -5.26730 -2.47705 -4.57833
C: 5.28504 -3.44556 1.19614
C: 0.99355 3.51977 1.26272
C: 2.34328 3.73998 0.57568
C: 3.47821 2.95624 1.23277
C: 3.59587 1.53234 0.71107
C: -3.79818 0.26953 1.37930
C: 2.89283 -4.63071 1.13478
C: 5.52400 0.30691 0.14294
C: -0.07228 4.28012 0.48834
C: -4.01757 -1.21825 1.31740
C: -4.23137 1.08094 0.46744
H: -5.07118 -1.46914 1.27578
H: 3.51235 1.49894 -0.37634
H: -0.19586 3.78306 -0.47186
H: 3.34788 2.89849 2.31088
H: -3.53398 -5.24468 -2.93752
H: 5.45466 -3.94556 2.15001
H: 5.73530 0.94840 -0.71905
H: -3.52334 -1.57444 0.41407
H: 5.53984 -4.10916 0.36899
H: 4.42259 3.45661 1.02502
H: -6.24354 -2.00055 -4.64167
H: 0.75790 2.46100 1.30130
H: 1.81150 -4.56775 1.03230
H: -3.41443 -4.63642 -4.60587
H: 5.89263 -2.54458 1.14413
H: -4.54539 -1.77765 -4.15518
H: 2.58821 4.79744 0.69198
H: -3.50994 -1.69113 2.14916
H: 0.17630 5.31718 0.29115
H: 1.02451 3.93302 2.26546
H: 6.48332 0.01184 0.56337
H: 2.77578 0.93269 1.11288
H: -4.95145 -2.79543 -5.57241
H: 3.30557 -5.22088 0.31592
H: 2.28597 3.55049 -0.49560
H: -3.06417 -3.55137 -3.22504
H: 4.95803 -0.57020 -0.20678
H: 3.14280 -5.08489 2.09381

Calculated values
E_tot = -89297.75282 eV
net charge = -1
E_LUMO = 1.91 eV